[1]
This record from OMol25 describes a single C3H6O2S molecule at a distorted geometry. The level of theory is the ωB97M-V functional and the def2-TZVPD basis.

Last column: Mulliken charge in e.
Atoms and positions in Å:
C1 -0.51458 -2.16053 -0.04440  -1.36
C2 -0.41442 -0.78240 0.53075  0.41
C3 0.61927 0.07323 -0.15829  0.46
H1 -1.12695 -2.78551 0.49075  0.40
H2 0.46931 -2.54323 0.01739  0.35
H3 -0.89589 -2.16544 -1.05225  0.34
H4 -0.26096 -0.94604 1.61808  0.24
H5 -2.12273 -0.10993 1.27707  0.32
H6 1.39990 2.18271 -0.76014  0.16
O1 -1.71202 -0.11799 0.39254  -0.56
O2 1.70903 -0.40717 -0.54618  -0.57
S1 0.27622 1.73668 -0.14563  -0.20

Cartesian forces (eV/Å) of the 2 atoms listed first:
C 1.1 1.2 -1.3
C -2.4 -0.2 0.5

Its SMILES is C[C@H](O)C(=O)S. For the HOMO-LUMO gap, the calculation gives 0.3748 Ha. The value obtained for the molecular weight is 106.146 g/mol. The total energy comes out at -666.5538 Ha. The energy relative to the best compared isomer or geometry (same formula, charge and spin) comes out at 25.2 kcal per mole. As for the spin multiplicity: 1.


[2]
This record from OMol25 describes a molecular structure, C14H30CrIOP2 at a distorted geometry. The level of theory is the ωB97M-V functional and the def2-TZVPD basis.

Last column: Mulliken charge in e.
Atoms and positions in Å:
C1 0.01377 -0.19226 -4.07481  -1.14
I1 -2.41843 -0.32689 -3.46359  0.22
H1 0.92488 -0.27460 -3.44756  0.34
H2 0.03275 0.76514 -4.62488  0.41
H3 0.01236 -0.97961 -4.85221  0.43
Cr1 -0.43638 -0.05667 -1.70905  -0.30
P1 0.14531 2.12612 -1.24116  1.49
C2 -1.31831 3.16797 -1.53334  -1.43
C3 0.88500 2.78125 0.24444  -0.84
H4 0.54133 3.80724 0.38955  0.50
H5 1.39603 3.70456 -2.56562  0.42
H6 1.97361 2.73603 0.15768  0.40
H7 2.31397 2.17990 -2.23671  0.42
H8 -2.11931 2.78990 -0.87413  0.34
H9 0.59731 2.18996 1.11007  -0.20
C4 1.34790 2.60577 -2.53786  -1.31
H10 -1.10134 4.22572 -1.30058  0.48
H11 1.03359 2.19193 -3.50397  0.33
H12 -1.63500 3.06292 -2.58203  0.35
P2 0.14166 -2.16855 -1.06998  1.63
C5 -1.26258 -3.30212 -1.15502  -1.52
C6 1.23099 -2.65049 -2.43379  -1.38
H13 2.13509 -2.63414 0.14136  0.37
H14 0.82520 -3.76016 0.68836  0.48
H15 0.84952 -2.06292 1.20074  -0.19
C7 1.06586 -2.73382 0.36843  -0.76
H16 2.21730 -2.24069 -2.17642  0.44
H17 1.24938 -3.74941 -2.44900  0.43
H18 -0.87360 -4.26344 -0.77968  0.49
H19 -1.65538 -3.40534 -2.17725  0.36
H20 0.88329 -2.24641 -3.39267  0.33
H21 -2.05240 -2.92285 -0.49166  0.37
C8 -1.99517 0.06701 -0.54351  0.23
O1 -2.88923 0.07711 0.20793  -0.22
C9 0.47270 1.39597 3.78740  -1.73
C10 -0.14548 0.08060 3.23899  2.60
C11 0.68257 -1.05692 3.89389  -1.68
C12 -1.60308 -0.00873 3.73778  -1.51
C13 -0.09051 0.01711 1.74552  0.56
C14 -0.05793 -0.01422 0.48230  -1.86
H22 0.43173 1.33033 4.88950  0.47
H23 -0.10254 2.28876 3.49383  0.39
H24 1.53451 1.48919 3.50201  0.40
H25 0.64357 -0.90260 4.98664  0.46
H26 0.26739 -2.05601 3.68318  0.38
H27 1.74118 -0.99480 3.59401  0.39
H28 -2.20065 0.83109 3.36699  0.39
H29 -2.05904 -0.97174 3.47603  0.37
H30 -1.57339 0.06381 4.82984  0.41

Cartesian forces (eV/Å) of the 2 atoms listed first:
C -1.4 0.6 -2.0
I 2.0 0.0 -1.1

For the HOMO-LUMO gap (spin up / spin down), the calculation gives 0.2218 / 0.2207 Ha. As for the total charge: +2. The value obtained for the molecular weight is 455.241 g/mol. The total energy comes out at -2650.8028 Ha. The energy relative to the best compared isomer or geometry (same formula, charge and spin) comes out at 0.0 kcal per mole. As for the spin multiplicity: 4. As for the expectation value of S²: 3.85.


[3]
This record from OMol25 describes 2 unconnected molecules or ions with the total composition C4H8BFO3 at a distorted geometry. The level of theory is the ωB97M-V functional and the def2-TZVPD basis.

Last column: Mulliken charge in e.
Atoms and positions in Å:
B1 -1.34437 -0.33167 0.64673  0.47
C1 0.70993 -1.00327 0.03980  0.15
C2 -2.63732 -0.87428 -0.07263  -0.80
C3 2.24909 0.98278 -0.34871  -0.42
C4 1.95901 -0.22069 0.61567  0.10
O1 0.81826 -2.10039 -0.43030  -0.50
O2 -1.27373 0.83105 1.27142  -0.51
O3 3.05756 -1.07351 0.82879  -0.55
F1 1.20419 1.85049 -0.29793  -0.26
H1 -3.52622 -0.23646 0.10989  0.28
H2 -2.81244 -1.95275 0.12875  0.27
H3 -2.35231 -0.79182 -1.20500  0.25
H4 2.14502 0.57399 -1.43020  0.21
H5 3.20389 1.42327 -0.16974  0.31
H6 1.74762 0.16223 1.55090  0.34
H7 -2.16488 1.33942 1.56604  0.33
H8 3.17322 -1.69222 0.14846  0.33

Cartesian forces (eV/Å) of the 2 atoms listed first:
B 1.7 -0.1 -2.1
C -2.5 0.2 2.3

For the HOMO-LUMO gap, the calculation gives 0.3033 Ha. The value obtained for the molecular weight is 133.915 g/mol. The total energy comes out at -507.5949 Ha. The energy relative to the best compared isomer or geometry (same formula, charge and spin) comes out at 33.0 kcal per mole. As for the spin multiplicity: 1.


[4]
This record from OMol25 describes a molecular structure, C40H35F5GeO2S3Ti. The level of theory is the ωB97M-V functional and the def2-TZVPD basis.

Last column: Mulliken charge in e.
Atoms and positions in Å:
Ti1 0.85251 0.34763 0.13276  0.18
C1 3.57378 -1.36210 2.69624  -0.47
C2 3.10699 -2.21830 1.71535  -0.43
C3 3.02815 -1.78529 0.39067  -0.74
C4 3.37671 -0.47600 0.06142  -1.25
C5 3.82581 0.39219 1.06818  -0.47
C6 3.94127 -0.05472 2.37201  -0.49
H1 3.66998 -1.71180 3.71560  0.47
H2 2.83639 -3.23774 1.95609  0.53
H3 2.73552 -2.48175 -0.38368  0.79
H4 3.44335 -0.16803 -0.97460  1.22
H5 4.11579 1.40376 0.80871  0.52
H6 4.33152 0.60422 3.13672  0.54
O1 -0.85614 1.02014 -0.36402  0.48
S1 -2.38936 1.23766 -0.61391  0.64
C7 -2.80114 2.64262 0.48644  -1.42
C8 -1.60543 3.34831 1.11077  -0.32
C9 -1.27700 2.80913 2.50388  -0.73
C10 0.10489 3.26536 2.96651  -0.88
S2 1.37800 1.97631 2.94135  0.25
O2 0.83002 0.94199 1.89379  -0.54
C11 1.13619 1.12560 4.46928  0.89
C12 0.41231 -0.05394 4.54317  -0.18
C13 0.28004 -0.65641 5.78675  -0.78
C14 0.85649 -0.08299 6.91076  -0.55
C15 1.58600 1.09396 6.81022  -0.71
C16 1.74250 1.70680 5.57767  -0.64
C17 -2.40965 2.01006 -2.20009  0.66
C18 -1.37078 2.83549 -2.61974  -0.38
C19 -1.47090 3.42983 -3.86532  -0.79
C20 -2.59250 3.21150 -4.65920  -0.72
C21 -3.61956 2.39062 -4.22163  -0.77
C22 -3.53058 1.76863 -2.98298  -0.46
H7 -3.46960 2.22395 1.23994  0.57
H8 -3.38714 3.30017 -0.15512  0.60
H9 -1.83715 4.41283 1.17975  0.60
H10 -0.73770 3.27178 0.44909  0.05
H11 -1.34084 1.71783 2.52280  0.19
H12 -2.02034 3.16167 3.22028  0.51
H13 0.13068 3.59858 4.00631  0.69
H14 0.50569 4.07121 2.35019  0.59
H15 -0.02463 -0.50362 3.66209  0.33
H16 -0.27817 -1.57831 5.87228  0.48
H17 0.74633 -0.56262 7.87338  0.43
H18 2.04507 1.52769 7.68680  0.45
H19 2.33338 2.61052 5.49142  0.51
H20 -0.50319 2.99750 -1.99472  0.45
H21 -0.67771 4.07599 -4.21776  0.58
H22 -2.66237 3.68468 -5.62854  0.46
H23 -4.48565 2.22111 -4.84517  0.46
H24 -4.31110 1.10128 -2.64189  0.49
F1 1.16603 0.14289 -6.57761  -0.29
C23 1.36640 0.59789 -5.35676  0.59
C24 1.06797 -0.20168 -4.25986  -0.37
F2 0.57609 -1.42377 -4.40895  -0.29
C25 1.28957 0.33323 -3.01064  -0.71
F3 0.97094 -0.44568 -1.90701  1.07
C26 1.78099 1.59799 -2.75619  0.34
S3 1.95089 2.16804 -1.10164  -0.63
C27 2.07089 2.36948 -3.87652  0.26
F4 2.52120 3.60787 -3.73142  -0.38
C28 1.86710 1.88034 -5.16051  0.32
F5 2.13419 2.64071 -6.20458  -0.29
Ge1 -0.24038 -2.06977 0.35767  1.09
C29 -1.99911 -1.87957 -0.45305  -0.38
C30 -2.16005 -1.73548 -1.83318  0.30
C31 -3.42354 -1.62994 -2.39289  -0.71
C32 -4.54894 -1.65384 -1.57835  -0.54
C33 -4.40485 -1.79709 -0.20572  -0.84
C34 -3.13744 -1.91434 0.35028  -0.16
C35 0.57258 -3.70142 -0.28391  -0.01
C36 0.80676 -3.91673 -1.64312  0.34
C37 1.33850 -5.11478 -2.08813  -0.90
C38 1.63490 -6.12362 -1.18038  -0.54
C39 1.39646 -5.92744 0.17167  -0.76
C40 0.86897 -4.72330 0.61497  -0.25
H25 -0.46236 -2.17078 1.88566  -0.31
H26 -1.29785 -1.71981 -2.49218  0.13
H27 -3.53133 -1.54204 -3.46657  0.51
H28 -5.53665 -1.58634 -2.01481  0.47
H29 -5.27987 -1.83647 0.42886  0.46
H30 -3.04992 -2.03957 1.42419  0.47
H31 0.57685 -3.14926 -2.37429  0.24
H32 1.51515 -5.26631 -3.14391  0.48
H33 2.04119 -7.06287 -1.52900  0.42
H34 1.61265 -6.71396 0.88164  0.44
H35 0.67929 -4.59755 1.67586  0.52

Cartesian forces (eV/Å) of the 2 atoms listed first:
Ti 0.0 0.9 -0.5
C 0.0 0.1 0.0

For the HOMO-LUMO gap (spin up / spin down), the calculation gives 0.2587 / 0.2490 Ha. As for the total charge: +2. The value obtained for the molecular weight is 859.386 g/mol. The total energy comes out at -6315.4687 Ha. The energy relative to the best compared isomer or geometry (same formula, charge and spin) comes out at 19.8 kcal per mole. As for the spin multiplicity: 1.


[5]
This record from OMol25 describes a molecular structure, C4H8CoO2 at a distorted geometry. The level of theory is the ωB97M-V functional and the def2-TZVPD basis.

Last column: Mulliken charge in e.
Atoms and positions in Å:
C1 1.63335 -0.29948 0.70523  -0.39
C2 0.20662 -0.11778 1.15416  -0.27
C3 -0.78881 -0.55172 0.18171  -0.49
C4 -1.68525 0.33126 -0.36911  0.01
O1 -2.62360 -0.00304 -1.19084  -0.72
Co1 -3.91289 0.55616 -2.02885  1.47
H1 2.34913 0.30129 1.27430  0.36
H2 1.86766 -1.30745 0.34820  0.38
H3 0.03032 0.90037 1.52463  0.33
H4 0.75838 -0.96328 1.91621  0.24
H5 -0.82332 -1.60137 -0.12238  0.35
H6 -1.63520 1.38914 -0.06245  0.34
H7 0.71899 0.40319 -1.14953  0.42
O2 1.60992 0.62057 -0.77754  -0.44
H8 2.29471 0.34215 -1.40375  0.41

Cartesian forces (eV/Å) of the 2 atoms listed first:
C -1.3 1.7 -1.7
C 3.6 -1.2 1.1

For the HOMO-LUMO gap (spin up / spin down), the calculation gives 0.2935 / 0.2512 Ha. As for the total charge: +2. The value obtained for the molecular weight is 147.039 g/mol. The total energy comes out at -1689.6082 Ha. As for the spin multiplicity: 4. As for the expectation value of S²: 3.78.


[6]
This record from OMol25 describes a molecular structure, C5H12O at a distorted geometry. The level of theory is the ωB97M-V functional and the def2-TZVPD basis.

Last column: Mulliken charge in e.
Atoms and positions in Å:
C1 -0.97410 0.81419 -0.98223  -1.46
C2 -0.60367 -0.44683 -0.19486  0.85
C3 -1.78018 -0.91547 0.65668  -1.54
C4 0.63102 -0.24257 0.68286  -0.64
C5 1.85428 0.09673 -0.11268  -0.34
O1 3.02594 0.27404 0.63129  -0.57
H1 -0.18810 1.11338 -1.68426  0.36
H2 -1.15276 1.65642 -0.30075  0.31
H3 -1.89029 0.65311 -1.56097  0.41
H4 -0.36363 -1.24117 -0.91858  0.18
H5 -2.05690 -0.14783 1.39021  0.34
H6 -1.53332 -1.83026 1.20727  0.37
H7 -2.65877 -1.11722 0.03532  0.40
H8 0.47211 0.54975 1.42852  0.21
H9 0.85921 -1.15347 1.25101  0.34
H10 1.66902 1.25723 -0.58676  0.12
H11 2.00316 -0.47942 -1.02858  0.33
H12 2.68698 1.15940 0.08650  0.32

Cartesian forces (eV/Å) of the 2 atoms listed first:
C 0.0 0.0 0.0
C -0.1 -0.1 0.0

For the HOMO-LUMO gap, the calculation gives 0.4009 Ha. The value obtained for the molecular weight is 88.150 g/mol. The total energy comes out at -272.8476 Ha. The energy relative to the best compared isomer or geometry (same formula, charge and spin) comes out at 63.4 kcal per mole. As for the spin multiplicity: 1.